Computed, not measured: C2F3NO5S2V as an isolated structure, with wB97M-V/def2-TZVPD.

Atoms and positions in Å:
O: -1.38900 -3.82197 -0.47438
C: -0.38668 -3.12819 -0.44202
O: 0.79849 -3.12399 -0.39226
V: -2.94598 -2.61641 0.36072
N: -0.75132 1.03854 0.09923
S: -1.16302 -0.19595 -0.87530
O: -0.03157 -0.43598 -1.82967
O: -1.45180 -1.54742 0.17029
S: 0.73479 0.95879 0.81751
O: 0.58225 1.24783 2.29442
C: 1.36625 2.60497 0.18380
F: 1.48381 2.57628 -1.14049
F: 0.58036 3.61941 0.52107
F: 2.57342 2.82407 0.70708

Values from the calculation:
2S+1: 5
Relative energy (zero: lowest compared OMol25 entry of this formula, charge and spin), eV: 0.129
LUMO energy (alpha / beta), eV: 2.3776 / 2.5094
Max |F|, eV/Å: 3.56
HOMO level (alpha / beta), eV: -4.0 / -4.9
Kohn-Sham gap (alpha / beta), eV: 6.413 / 7.422
Total charge: -1